Entry 1:
Computed, not measured: a structure of composition C21H49AsF6N7O7Y at a distorted geometry, with the ωB97M-V functional and the def2-TZVPD basis.

Geometry (Å):
C: -1.856 -2.115 -5.428
H: -2.312 -2.653 3.256
H: 2.628 -2.581 -3.400
H: 2.947 -3.854 -2.248
O: -1.295 0.322 2.268
H: 4.686 -1.582 0.871
C: 2.988 1.099 -2.546
H: -1.731 -4.191 -2.428
C: 3.682 -1.625 1.292
H: -0.669 1.059 -4.814
N: -0.996 0.211 4.516
H: 2.760 1.711 1.539
H: 1.788 3.036 -3.561
H: 0.554 -4.063 4.443
F: 1.318 2.193 3.048
O: 0.673 -1.905 -1.120
F: -0.838 3.345 2.489
H: -2.895 -2.415 -5.560
H: -2.045 1.461 -3.687
H: -3.872 0.299 3.844
O: 0.872 1.059 -1.452
N: 1.064 2.564 -3.039
H: 0.786 -0.522 3.678
C: 0.360 -0.214 4.632
C: 1.118 -2.829 -1.816
H: -0.496 3.217 -1.832
C: 1.545 1.550 -2.343
C: 4.862 1.202 1.546
C: -3.865 2.484 -1.481
H: -0.710 3.329 -3.632
C: -1.606 0.730 -4.365
C: -1.735 -3.483 2.848
H: -4.038 4.853 1.536
H: 1.238 -4.695 -2.225
H: 0.292 4.478 -2.819
Y: -0.565 -0.110 0.031
H: -2.983 1.624 4.603
H: 0.494 -0.956 5.420
C: 2.862 -0.342 1.236
H: -4.523 4.764 -0.181
H: -1.125 -3.807 -0.846
C: -0.861 -4.300 -1.781
C: -1.678 0.504 3.430
H: 3.134 -2.090 -1.829
H: -1.226 -2.962 -5.700
H: -1.524 -4.320 3.512
H: -3.302 5.724 0.270
C: -0.025 3.435 -2.791
H: -2.220 0.754 -5.265
O: -1.076 -0.388 -2.330
C: -2.850 2.518 -0.338
H: -3.898 1.582 -2.092
N: -2.795 3.540 0.444
N: 3.364 0.901 1.540
F: 1.207 4.822 2.755
H: 5.456 0.587 2.222
C: -1.499 -0.527 -3.490
N: 0.498 -4.025 -2.067
H: 3.161 -2.377 0.701
F: 2.473 3.353 1.066
C: -3.683 4.732 0.513
H: 5.298 0.997 0.569
C: -0.433 -2.829 2.271
N: 0.791 -3.288 2.484
H: 3.642 1.310 -1.700
H: -2.207 -3.915 1.965
O: 1.666 -0.431 0.846
H: 3.446 1.558 -3.422
C: 2.544 -2.846 -2.346
H: 2.999 0.012 -2.628
H: 3.680 -2.072 2.287
H: 1.523 -2.928 1.888
H: -0.803 -5.365 -1.561
H: -3.489 1.698 2.950
C: -3.071 1.024 3.697
H: -1.521 0.359 5.367
H: 1.004 0.589 4.992
N: -1.749 -1.745 -3.995
H: -2.037 3.512 1.112
O: -0.491 -2.046 1.357
F: 0.147 4.400 0.443
H: 5.147 2.242 1.707
H: -4.898 2.677 -1.191
H: -3.666 3.330 -2.139
H: 2.164 -3.916 4.024
H: -1.536 -2.471 -3.326
C: 1.207 -4.190 3.580
F: 0.295 1.808 0.823
H: -1.550 -1.265 -6.039
H: 1.098 -5.267 3.458
As: 0.775 3.330 1.733
O: -1.993 1.619 -0.249

Calculated values
HOMO-LUMO gap = 9.76 eV
LUMO energy = -4.52 eV
E_HOMO = -14.2820 eV
Total charge = +2
Total energy = -4612.771896 Ha
ΔE to the lowest compared entry with this formula, charge and spin = 0.0 kJ/mol

Atomic partial charges in e from the Löwdin method, atoms 1 to 6: number 1, C, carries -0.018; number 2, H, carries 0.086; number 3, H, carries 0.098; number 4, H, carries 0.091; number 5, O, carries -0.090; number 6, H, carries 0.092

---

Entry 2:
Computed, not measured: a cluster of 4 separate species, C21H49BrN2O6P2 in total at a distorted geometry, with the ωB97M-V functional and the def2-TZVPD basis.

Geometry (Å):
H: -0.729 1.123 5.692
C: -0.029 4.941 -0.766
H: 2.023 -5.759 -1.179
Br: 1.408 0.463 -2.499
H: -1.106 7.713 1.085
H: -3.973 -1.666 -2.579
C: -0.508 0.642 -0.324
H: 0.087 -6.939 -0.255
H: -1.561 -6.022 -3.515
N: -3.596 -1.740 -3.535
H: -2.659 -3.819 -1.571
H: 2.872 2.068 2.950
O: -2.763 -4.163 -2.493
H: -0.483 3.945 -0.853
H: 1.431 -5.940 -2.814
C: 1.466 -6.436 -1.838
O: 0.360 -2.485 -3.511
O: -2.230 -1.655 1.155
H: -0.925 5.255 1.158
H: -1.274 2.238 -2.939
N: -2.004 -0.487 0.991
C: -0.395 -0.037 -1.816
C: 2.247 -7.743 -1.980
H: -0.410 -5.583 -1.240
H: 1.500 0.424 4.745
H: -0.007 1.159 7.313
H: 0.101 3.344 2.676
C: 0.912 3.223 4.658
H: -1.913 5.812 -0.172
C: -1.120 -7.022 -3.513
H: 3.025 -7.810 0.043
C: 0.987 7.274 1.066
H: 3.072 -9.359 -0.810
H: 2.556 3.738 2.448
C: 0.144 5.530 -2.167
H: 0.643 6.502 -2.115
H: -1.840 0.319 -4.198
H: 0.997 6.754 2.028
H: -1.853 6.355 -2.432
P: -1.686 0.851 -2.879
H: -0.096 3.275 5.083
O: -3.033 0.844 -2.093
H: 2.851 2.471 5.237
C: 0.810 2.710 3.221
H: -0.137 -0.367 6.429
H: 0.393 1.699 3.203
H: -0.475 -8.522 -2.109
C: -0.671 -2.190 -2.846
H: 1.740 -8.419 -2.675
H: 0.480 1.187 -0.087
H: -1.663 4.697 -3.031
C: 1.441 0.924 5.716
H: 1.753 6.830 0.425
C: -1.167 5.666 -2.930
H: 0.811 4.873 -2.738
H: 0.962 4.781 -0.328
C: 2.140 2.728 2.481
H: 2.182 0.436 6.358
H: -0.391 7.768 -0.513
H: 1.539 -8.752 -0.185
C: 1.814 2.401 5.583
H: -0.979 6.056 -3.934
P: -2.294 -2.915 -3.606
H: 2.002 2.387 1.450
H: 3.221 -7.517 -2.429
H: 1.269 8.316 1.244
C: -0.876 -7.504 -2.089
H: -1.813 -7.696 -4.025
H: -1.841 -7.564 -1.574
C: 2.480 -8.453 -0.654
H: 1.283 4.255 4.641
C: 0.061 0.703 6.321
O: -0.663 -0.363 0.723
O: -0.613 -1.444 -1.621
H: 1.799 2.862 6.578
H: -0.195 -6.994 -4.095
C: 0.044 -6.580 -1.289
H: -1.318 1.456 -0.282
H: -4.340 -2.033 -4.198
C: -0.881 5.776 0.194
C: -0.393 7.206 0.426

Calculated values
HOMO-LUMO gap = 9.26 eV
LUMO energy = -0.54 eV
Structure (SMILES) = NP(O)C(=O)O[C@](Br)(CON=O)[PH2]=O.CCCCCC.CCCCCC.CCCCCC
E_HOMO = -9.8020 eV
Total energy = -4647.075821 Ha

Atomic partial charges in e from the Löwdin method, atoms 1 to 6: number 1, H, carries 0.066; number 2, C, carries -0.228; number 3, H, carries 0.110; number 4, Br, carries 0.721; number 5, H, carries 0.106; number 6, H, carries 0.040